1.
# C4H9NO

A 2-piece molecular cluster, C4H9NO overall at a distorted geometry (ωB97M-V/def2-TZVPD, OMol25).

Last columns: bonded neighbours and bond lengths (Å).
Geometry (Å):
1 O 1.001 -0.211 -1.629  C13 1.203
2 C 0.130 -0.653 0.588  H4 1.079, C6 1.493, C13 1.577, C14 1.513
3 H 0.269 0.967 1.938  C6 1.086
4 H 0.385 -1.688 0.419  C2 1.079
5 N -1.720 0.792 0.591  C14 1.293, H15 1.018
6 C 0.320 -0.118 1.968  C2 1.493, H3 1.086, H7 1.088, H9 1.074
7 H -0.490 -0.401 2.636  C6 1.088
8 H 2.885 -0.461 -3.335  H11 0.743
9 H 1.285 -0.394 2.348  C6 1.074
10 H -1.588 -0.527 -0.931  C14 1.090
11 H 2.827 -0.731 -4.024  H8 0.743
12 H 0.989 1.255 -0.319  C13 1.093
13 C 0.607 0.270 -0.599  O1 1.203, C2 1.577, H12 1.093, C14 1.723
14 C -1.030 -0.016 -0.146  C2 1.513, N5 1.293, H10 1.090, C13 1.723
15 H -2.069 1.665 0.199  N5 1.018

Results
- Largest force on an atom: 6.173 eV/Å
- ΔE to the lowest compared entry with this formula, charge and spin: 5.567 eV
- Charge: 0
- E_tot: -287.62788 a.u.
- E_LUMO: -1.160 eV

Results of the natural (NBO) charge analysis, in e, for atoms 1 through 4: -0.49, -0.28, 0.23, 0.24

---

2.
# C4H9NO

The molecule C4H9NO (ωB97M-V/def2-TZVPD, OMol25).

Last columns: bonded neighbours and bond lengths (Å).
Geometry (Å):
1 C 0.661 1.340 0.388  N5 1.227, H12 1.101, O13 1.370
2 C 2.554 -0.325 -0.248  N5 1.399, H6 1.095, H10 1.096, H14 1.096
3 C -1.015 -0.231 0.066  H4 1.097, C11 1.508, O13 1.429, H15 1.097
4 H -0.589 -0.871 0.850  C3 1.097
5 N 1.441 0.422 0.153  C1 1.227, C2 1.399
6 H 2.452 -0.492 -1.326  C2 1.095
7 H -2.994 -0.073 0.905  C11 1.092
8 H -2.764 -1.420 -0.231  C11 1.095
9 H -2.906 0.239 -0.844  C11 1.093
10 H 2.500 -1.310 0.229  C2 1.096
11 C -2.513 -0.373 -0.029  C3 1.508, H7 1.092, H8 1.095, H9 1.093
12 H 0.850 2.393 0.649  C1 1.101
13 O -0.692 1.129 0.364  C1 1.370, C3 1.429
14 H 3.544 0.105 -0.055  C2 1.096
15 H -0.529 -0.531 -0.870  C3 1.097

Results
- Largest force on an atom: 0.544 eV/Å
- ΔE to the lowest compared entry with this formula, charge and spin: 2.376 eV
- Charge: 0
- Structure (SMILES): CCO/C=N/C
- E_tot: -287.74512 a.u.
- E_LUMO: 0.979 eV

Results of the natural (NBO) charge analysis, in e, for atoms 1 through 4: 0.44, -0.40, -0.07, 0.18

---

3.
# C4H9NO

A 2-piece molecular cluster, C4H9NO overall (ωB97M-V/def2-TZVPD, OMol25).

Last columns: bonded neighbours and bond lengths (Å).
Geometry (Å):
1 H -2.207 0.364 -1.884  C8 1.094
2 C 2.228 0.113 1.198  C4 1.307, H6 1.086, H12 1.083
3 N -0.143 -0.512 1.852  C4 1.236, O15 1.396
4 C 1.021 -0.283 1.502  C2 1.307, N3 1.236
5 H -1.883 0.501 -0.149  C8 1.095
6 H 2.421 0.654 0.276  C2 1.086
7 H 0.610 0.694 -0.724  C11 1.091
8 C -1.497 0.744 -1.145  H1 1.094, H5 1.095, C11 1.522, H13 1.094
9 H 0.235 0.219 -2.375  C11 1.094
10 H -0.083 -0.900 -1.034  C11 1.094
11 C -0.109 0.151 -1.340  H7 1.091, C8 1.522, H9 1.094, H10 1.094
12 H 3.063 -0.102 1.854  C2 1.083
13 H -1.475 1.835 -1.231  C8 1.094
14 H -1.534 -1.741 1.793  O15 0.967
15 O -0.647 -1.736 1.407  N3 1.396, H14 0.967

Results
- Largest force on an atom: 0.780 eV/Å
- ΔE to the lowest compared entry with this formula, charge and spin: 4.022 eV
- Charge: 0
- Structure (SMILES): C=C=NO.CC
- E_tot: -287.68464 a.u.
- E_LUMO: 0.778 eV

Results of the natural (NBO) charge analysis, in e, for atoms 1 through 4: 0.20, -0.54, -0.18, 0.32

---

4.
# C4H9NO

A 2-piece molecular cluster, C4H9NO overall (ωB97M-V/def2-TZVPD, OMol25).

Last columns: bonded neighbours and bond lengths (Å).
Geometry (Å):
1 H 2.643 -1.222 1.358  C4 1.089
2 H 0.522 -1.974 -0.776  C15 1.086
3 H -0.392 -1.697 1.583  C13 1.094
4 C 1.615 -1.371 1.029  H1 1.089, C13 1.429, C15 1.410
5 H 2.329 -1.610 -0.984  C15 1.076
6 H -0.684 0.958 -1.146  N14 1.004
7 H -1.228 2.169 -0.001  N14 1.004
8 O -2.005 1.836 -3.039  C9 1.203
9 C -1.976 2.298 -1.929  O8 1.203, H10 1.101, N14 1.376
10 H -2.482 3.231 -1.637  C9 1.101
11 H 0.761 -1.279 2.985  C13 1.081
12 H 0.210 -0.144 1.847  C13 1.110
13 C 0.520 -1.206 1.933  H3 1.094, C4 1.429, H11 1.081, H12 1.110
14 N -1.306 1.702 -0.885  H6 1.004, H7 1.004, C9 1.376
15 C 1.473 -1.690 -0.337  H2 1.086, C4 1.410, H5 1.076

Results
- Spin multiplicity: 2
- Largest force on an atom: 0.784 eV/Å
- ΔE to the lowest compared entry with this formula, charge and spin: 2.090 eV
- Charge: +1
- E_tot: -287.42396 a.u.
- E_LUMO (alpha / beta): -5.801 / -9.405 eV

Results of the natural (NBO) charge analysis, in e, for atoms 1 through 4: 0.24, 0.23, 0.28, 0.13

---

5.
# C4H9NO

An isolated ion of composition C4H9NO and charge +1 at a distorted geometry (ωB97M-V/def2-TZVPD, OMol25).

Last columns: bonded neighbours and bond lengths (Å).
Geometry (Å):
1 H 0.963 -0.691 -0.927  C2 1.085
2 C 0.571 -0.269 -0.008  H1 1.085, H10 1.087, C14 1.518, C15 1.605
3 H -0.846 1.176 -0.777  C14 1.090
4 O -2.853 -1.005 -0.363  C6 1.188
5 H 1.506 1.694 -0.330  C15 1.087
6 C -1.779 -0.774 -0.816  O4 1.188, H7 1.111, C14 1.533
7 H -1.383 -1.252 -1.737  C6 1.111
8 H -1.275 0.482 0.792  C14 1.091
9 H 3.550 0.993 0.268  N13 1.020
10 H 0.625 -1.029 0.767  C2 1.087
11 H 0.976 1.339 1.356  C15 1.085
12 H 3.053 0.305 1.683  N13 1.020
13 N 2.776 0.509 0.723  H9 1.020, H12 1.020, C15 1.394
14 C -0.841 0.261 -0.183  C2 1.518, H3 1.090, C6 1.533, H8 1.091
15 C 1.482 0.962 0.472  C2 1.605, H5 1.087, H11 1.085, N13 1.394

Results
- Spin multiplicity: 2
- Largest force on an atom: 2.007 eV/Å
- ΔE to the lowest compared entry with this formula, charge and spin: 1.460 eV
- Charge: +1
- E_tot: -287.44712 a.u.
- E_LUMO (alpha / beta): -3.622 / -8.972 eV

Results of the natural (NBO) charge analysis, in e, for atoms 1 through 4: 0.23, -0.33, 0.24, -0.42

---

6.
# C4H9NO

A 2-piece molecular cluster, C4H9NO overall at a distorted geometry (ωB97M-V/def2-TZVPD, OMol25).

Last columns: bonded neighbours and bond lengths (Å).
Geometry (Å):
1 C 0.089 -0.120 -1.565  N3 1.347, H5 1.093, C11 1.393
2 H 0.186 1.805 4.906  O8 0.963
3 N 1.197 0.434 -1.038  C1 1.347, C13 1.287
4 C -1.852 -1.761 -1.793  H10 1.094, C11 1.466, H12 1.087, H15 1.092
5 H -0.371 0.590 -2.258  C1 1.093
6 H -0.061 -2.054 -0.729  C11 1.045
7 H 0.294 1.706 3.414  O8 0.964
8 O -0.097 2.254 4.103  H2 0.963, H7 0.964
9 H 1.075 -0.422 0.942  C13 1.093
10 H -2.117 -1.224 -2.708  C4 1.094
11 C -0.574 -1.301 -1.241  C1 1.393, C4 1.466, H6 1.045
12 H -1.804 -2.824 -2.019  C4 1.087
13 C 1.566 0.174 0.168  N3 1.287, H9 1.093, H14 1.093
14 H 2.531 0.615 0.431  C13 1.093
15 H -2.594 -1.530 -1.026  C4 1.092

Results
- Spin multiplicity: 2
- Largest force on an atom: 2.111 eV/Å
- ΔE to the lowest compared entry with this formula, charge and spin: 2.315 eV
- Charge: +1
- E_tot: -287.41569 a.u.
- E_LUMO (alpha / beta): -5.827 / -8.462 eV

Results of the natural (NBO) charge analysis, in e, for atoms 1 through 4: 0.12, 0.47, -0.33, -0.70

---

7.
# C4H9NO2

A 2-piece molecular cluster, C4H9NO2 overall at a distorted geometry (ωB97M-V/def2-TZVPD, OMol25).

Last columns: bonded neighbours and bond lengths (Å).
Geometry (Å):
1 C 1.218 1.999 0.330  H4 1.090, H5 1.086, H8 1.093, C10 1.485
2 H -1.548 -1.588 -1.765  C14 1.085
3 H -2.252 -0.085 0.816  C6 1.083
4 H 0.405 1.853 1.040  C1 1.090
5 H 1.057 2.896 -0.261  C1 1.086
6 C -1.806 -0.254 -0.156  H3 1.083, H7 1.113, C14 1.319
7 H -1.493 0.654 -0.721  C6 1.113
8 H 2.126 2.147 0.921  C1 1.093
9 N 0.700 -0.644 1.115  O11 1.374, O16 1.337
10 C 1.278 0.805 -0.552  C1 1.485, H13 1.076, O16 1.303
11 O 0.688 -2.002 1.323  N9 1.374, H12 0.970
12 H 0.722 -2.463 0.470  O11 0.970
13 H 1.742 0.839 -1.521  C10 1.076
14 C -1.880 -1.432 -0.744  H2 1.085, C6 1.319, H15 1.083
15 H -2.219 -2.317 -0.221  C14 1.083
16 O 1.262 -0.408 -0.075  N9 1.337, C10 1.303

Results
- Largest force on an atom: 1.919 eV/Å
- ΔE to the lowest compared entry with this formula, charge and spin: 7.362 eV
- Charge: 0
- E_tot: -362.81500 a.u.
- E_LUMO (alpha / beta): 0.649 / 0.815 eV

Results of the natural (NBO) charge analysis, in e, for atoms 1 through 4: -0.71, 0.19, 0.20, 0.24

---

8.
# C4H9NO2

The molecule C4H9NO2 at a distorted geometry (ωB97M-V/def2-TZVPD, OMol25).

Last columns: bonded neighbours and bond lengths (Å).
Geometry (Å):
1 H -1.583 1.319 1.307  O9 0.870
2 H 1.177 1.046 0.853  N12 0.989
3 H 0.553 -0.588 -1.399  C13 1.076
4 C -2.008 -0.906 -0.080  C6 1.614, H8 1.055, H10 1.129, H11 1.063
5 C 2.735 0.475 -0.372  H7 1.137, N12 1.434, O15 1.222
6 C -0.947 0.311 -0.081  C4 1.614, O9 1.527, C13 1.546, H14 1.101
7 H 3.254 1.371 -0.841  C5 1.137
8 H -2.086 -1.536 -0.923  C4 1.055
9 O -0.830 0.884 1.329  H1 0.870, C6 1.527
10 H -3.036 -0.497 0.143  C4 1.129
11 H -1.907 -1.735 0.579  C4 1.063
12 N 1.355 0.705 -0.058  H2 0.989, C5 1.434, C13 1.474
13 C 0.407 -0.384 -0.353  H3 1.076, C6 1.546, N12 1.474, H16 1.160
14 H -1.100 1.235 -0.660  C6 1.101
15 O 3.283 -0.369 0.321  C5 1.222
16 H 0.734 -1.330 0.235  C13 1.160

Results
- Largest force on an atom: 6.734 eV/Å
- ΔE to the lowest compared entry with this formula, charge and spin: 3.688 eV
- Charge: 0
- Structure (SMILES): C[C@@H](O)CNC=O
- E_tot: -362.95000 a.u.
- E_LUMO: 0.648 eV

Results of the natural (NBO) charge analysis, in e, for atoms 1 through 4: 0.45, 0.41, 0.20, -0.66